C58H81HfN2O8SSi as an isolated structure. Source: OMol25; level of theory: ωB97M-V with the def2-TZVPD basis set.

Last column: Löwdin charge in e.
Geometry (Å):
Hf -0.40037 -3.05543 -0.00514  1.696
C 3.83158 0.77768 3.33646  0.022
C 2.65199 1.06915 2.42124  -0.559
C 2.34765 2.54063 2.27030  0.021
O 2.87171 0.51749 1.13423  -0.012
C 2.32896 -0.79761 1.14225  -0.150
C 1.06996 -0.58702 2.00986  -0.158
O 1.50894 0.39391 2.93799  -0.008
C 0.50035 -1.78005 2.81943  -0.353
O -0.01403 -2.73066 1.89937  -0.272
C 1.61102 -2.38470 3.67025  -0.139
C 1.86736 -1.89653 4.94860  -0.023
C 2.92665 -2.39254 5.69521  -0.082
C 3.74901 -3.38081 5.17182  -0.102
C 3.50852 -3.86147 3.89260  -0.072
C 2.44929 -3.36182 3.14759  -0.038
C -0.69225 -1.35745 3.67772  -0.162
C -1.30272 -0.11718 3.57930  -0.039
C -2.47838 0.14100 4.27943  -0.066
C -3.03818 -0.82716 5.09591  -0.099
C -2.41788 -2.06795 5.21290  -0.089
C -1.25795 -2.32874 4.50523  -0.046
C 2.20187 -1.29178 -0.31919  -0.378
O 1.52334 -2.51555 -0.30728  -0.289
C 1.42289 -0.30417 -1.19314  -0.110
C 2.03773 0.50657 -2.14263  -0.020
C 1.28507 1.33467 -2.96375  -0.089
C -0.09787 1.36009 -2.86550  -0.092
C -0.72579 0.55809 -1.92468  -0.078
C 0.03838 -0.24430 -1.09431  -0.088
C 3.58301 -1.56905 -0.92857  -0.137
C 3.61319 -2.36592 -2.07337  -0.029
C 4.81017 -2.68203 -2.69192  -0.084
C 6.00976 -2.20990 -2.17045  -0.106
C 5.99048 -1.42484 -1.03038  -0.082
C 4.78496 -1.10360 -0.41201  -0.011
H 4.71861 1.30855 2.98689  0.088
H 4.03466 -0.29485 3.36486  0.084
H 3.59875 1.10567 4.35037  0.092
H 3.21494 3.06334 1.86054  0.089
H 2.10454 2.96643 3.24557  0.096
H 1.49567 2.66857 1.59940  0.063
H 3.00933 -1.49005 1.64913  0.146
H 0.25451 -0.15816 1.41772  0.112
H 1.23411 -1.11903 5.35612  0.125
H 3.11021 -2.00230 6.68887  0.098
H 4.57474 -3.76950 5.75513  0.094
H 4.14971 -4.62337 3.46591  0.101
H 2.27972 -3.71341 2.14077  0.085
H -0.89866 0.66643 2.95235  0.020
H -2.94956 1.10932 4.16009  0.103
H -3.95547 -0.62386 5.63534  0.094
H -2.84793 -2.83489 5.84590  0.096
H -0.78861 -3.30374 4.57506  0.125
H 3.11663 0.49929 -2.23551  0.122
H 1.78946 1.98329 -3.67150  0.103
H -0.67734 2.03966 -3.47699  0.085
H -1.79743 0.59530 -1.77979  0.100
H -0.52011 -0.72190 -0.28912  0.061
H 2.67676 -2.75070 -2.45916  0.101
H 4.81254 -3.30620 -3.57799  0.096
H 6.94931 -2.45993 -2.64775  0.093
H 6.91769 -1.05245 -0.61210  0.098
H 4.78749 -0.46963 0.46306  0.109
C -3.02056 3.34136 -3.49190  -0.041
C -2.89132 4.06321 -2.15332  -0.653
C -3.96694 3.55689 -1.19661  -0.045
C -3.02942 5.57100 -2.35710  -0.029
O -1.58253 3.78433 -1.68538  -0.176
Si -0.96487 3.76663 -0.13519  -0.171
S -1.52901 2.20965 1.03085  0.408
O -1.33184 5.30027 0.43227  -0.173
C -1.58149 5.77461 1.75065  -0.666
C -1.56218 7.29774 1.65427  -0.038
C -0.49804 5.29317 2.71442  -0.041
C -2.95583 5.30656 2.21535  -0.054
O 0.66952 3.72232 -0.41187  -0.171
C 1.59174 4.60497 -1.02694  -0.620
C 2.92188 3.83341 -1.15740  -0.017
C 1.80163 5.83743 -0.14961  -0.034
C 1.08518 5.03517 -2.40050  -0.029
H -3.97692 3.56547 -3.97048  0.083
H -2.95288 2.26168 -3.33675  0.074
H -2.21074 3.65158 -4.15635  0.082
H -4.95651 3.69809 -1.64019  0.085
H -3.92920 4.09573 -0.24892  0.062
H -3.81309 2.50018 -0.97521  0.062
H -4.03295 5.82866 -2.70583  0.081
H -2.30394 5.91531 -3.09794  0.081
H -2.83060 6.08309 -1.41516  0.072
H -0.58349 7.64551 1.31953  0.073
H -1.77883 7.74919 2.62550  0.081
H -2.31325 7.63453 0.93622  0.080
H 0.48150 5.64760 2.38591  0.070
H -0.48894 4.20132 2.74495  0.045
H -0.68403 5.67411 3.72238  0.085
H -3.71767 5.64930 1.50990  0.078
H -3.18475 5.72430 3.19902  0.081
H -2.98427 4.21660 2.26355  0.036
H 3.76278 4.41556 -0.77266  0.076
H 3.14114 3.57612 -2.19603  0.069
H 2.85488 2.90889 -0.58521  0.068
H 2.15945 5.53189 0.83608  0.078
H 0.86516 6.38159 -0.03198  0.066
H 2.54954 6.49535 -0.59952  0.084
H 0.87565 4.15468 -3.01212  0.070
H 1.84214 5.64534 -2.90060  0.086
H 0.16234 5.61304 -2.31101  0.077
C 0.88173 -5.91851 1.49635  -0.057
C -0.08660 -6.20428 0.39638  -0.386
C -0.48566 -7.42907 -0.06209  -0.083
C -1.38834 -7.19156 -1.13247  -0.087
C -1.49548 -5.83428 -1.28601  -0.368
C -2.30916 -5.14216 -2.33829  -0.076
N -0.69576 -5.19806 -0.33830  -0.073
H 1.10537 -6.84113 2.03226  0.079
H 0.49352 -5.20007 2.22017  0.055
H 1.82828 -5.52483 1.11235  0.073
H -0.16741 -8.37941 0.33986  0.089
H -1.90928 -7.92513 -1.73047  0.090
H -3.25809 -5.66497 -2.47102  0.078
H -1.79552 -5.15012 -3.30483  0.056
H -2.52748 -4.10896 -2.08376  0.025
C -0.31270 -3.65914 -5.82299  -0.038
C -0.14526 -2.38601 -4.98621  -0.565
C -1.29555 -1.40356 -5.24662  -0.021
C 1.20888 -1.71769 -5.26387  -0.021
C -0.17700 -2.75034 -3.56498  -0.084
N -0.17298 -3.01687 -2.45363  0.207
H -0.27005 -3.39146 -6.87991  0.089
H -1.27252 -4.13677 -5.62448  0.083
H 0.48242 -4.37530 -5.61345  0.093
H -1.28316 -1.11969 -6.30039  0.092
H -1.17996 -0.50654 -4.63870  0.073
H -2.25946 -1.86021 -5.01878  0.094
H 1.24121 -1.41102 -6.31103  0.092
H 2.03291 -2.40843 -5.07837  0.087
H 1.34427 -0.83877 -4.63250  0.074
C -4.54641 -3.13626 -0.51228  -0.045
C -3.49664 -2.32168 0.23329  -0.685
C -3.86258 -0.84361 0.25011  -0.037
C -3.34475 -2.84180 1.65250  -0.038
O -2.25090 -2.45946 -0.46306  -0.353
H -5.52256 -3.02272 -0.03550  0.084
H -4.27967 -4.19478 -0.50772  0.076
H -4.62421 -2.79734 -1.54759  0.084
H -4.77714 -0.67367 0.82453  0.090
H -4.02181 -0.48027 -0.76825  0.080
H -3.06551 -0.24881 0.70163  0.039
H -4.31150 -2.85978 2.16214  0.093
H -2.68022 -2.19888 2.22831  0.059
H -2.94833 -3.86297 1.66005  0.089

Forces on the atoms, in the same order (eV/Å):
0.17 -0.74 -0.53
0.01 0.00 0.02
-0.02 0.07 0.04
-0.03 0.03 -0.03
0.03 -0.03 0.00
-0.02 0.04 -0.09
-0.06 0.04 0.05
0.06 -0.08 0.02
-0.02 -0.10 -0.18
-0.34 0.09 -0.26
0.00 0.03 0.03
0.02 0.00 0.00
-0.01 0.00 -0.01
0.00 0.00 -0.01
0.01 -0.02 -0.01
-0.01 0.01 0.03
0.03 -0.08 0.07
-0.01 0.05 -0.01
-0.01 -0.01 0.00
0.01 0.01 -0.02
0.01 0.00 -0.01
-0.01 0.01 0.01
0.06 0.00 0.05
-0.54 0.06 0.04
0.05 0.07 -0.07
0.02 -0.01 0.05
0.02 -0.02 0.01
0.00 -0.06 -0.10
0.09 0.09 0.01
-0.07 0.20 -0.02
-0.02 -0.04 0.03
0.02 -0.02 0.01
-0.02 0.01 0.01
0.00 0.00 0.00
0.00 -0.01 0.00
-0.02 0.02 -0.03
0.00 -0.01 -0.01
0.00 0.01 0.00
0.00 0.00 -0.01
-0.01 -0.01 0.01
0.01 -0.02 -0.01
0.04 -0.01 0.04
0.01 0.01 0.02
0.03 0.02 -0.04
0.01 -0.01 0.00
0.00 0.00 0.00
0.00 0.00 0.00
0.00 0.00 0.01
-0.01 0.01 -0.01
-0.01 -0.02 0.03
0.00 -0.01 0.01
0.00 0.00 0.00
0.00 0.00 0.00
-0.01 0.01 0.00
-0.01 0.01 0.01
-0.01 -0.04 -0.01
0.05 -0.07 0.04
0.00 0.04 0.01
0.07 0.07 -0.09
0.01 0.01 0.01
0.00 0.00 0.00
0.00 0.01 0.00
0.00 0.00 0.00
0.00 0.00 0.01
-0.01 -0.02 0.01
-0.05 0.03 -0.01
-0.01 0.00 0.03
0.01 0.02 0.01
-0.05 0.08 0.03
0.09 0.01 -0.04
-0.06 -0.06 0.09
-0.07 -0.07 -0.17
0.06 0.00 0.07
-0.01 0.01 0.00
0.02 -0.02 0.00
-0.07 -0.01 0.01
-0.04 -0.06 0.10
0.06 0.03 -0.07
0.00 -0.03 -0.01
-0.01 0.00 0.03
-0.02 0.05 -0.08
0.01 0.01 0.01
-0.02 0.02 -0.03
-0.03 0.01 -0.02
0.00 0.01 0.00
0.01 -0.02 -0.01
-0.01 0.01 0.00
0.00 0.00 0.00
0.01 0.00 0.01
-0.01 0.00 -0.02
0.01 0.00 -0.01
0.00 -0.01 -0.01
0.01 0.00 0.01
-0.04 -0.03 0.02
0.01 0.05 0.01
-0.02 0.01 -0.01
0.00 0.00 0.02
-0.01 -0.02 0.02
0.00 0.05 0.00
0.00 0.02 -0.04
-0.02 -0.03 0.02
0.01 0.01 -0.01
0.00 0.00 0.00
0.01 0.00 0.01
-0.01 0.01 0.00
0.00 0.07 0.04
0.01 0.01 -0.01
0.07 -0.03 0.00
0.00 -0.01 0.00
0.08 -0.04 0.06
-0.02 0.02 0.05
-0.02 0.04 -0.02
-0.04 -0.09 0.00
0.01 0.00 0.00
0.15 0.21 0.11
0.01 0.00 -0.01
-0.01 0.00 0.01
-0.01 0.01 -0.01
-0.01 0.00 -0.02
0.01 0.00 0.01
0.00 -0.01 0.00
0.01 0.01 0.01
-0.01 0.01 0.01
0.00 -0.01 0.01
0.00 0.07 -0.07
0.01 0.00 0.01
0.00 0.00 0.01
0.14 -0.01 0.02
-0.21 0.03 0.20
0.00 0.00 0.01
0.01 0.00 0.00
-0.01 0.00 0.00
0.01 -0.01 0.00
-0.01 -0.01 0.00
0.01 0.00 0.00
-0.01 0.00 0.01
-0.01 0.01 0.00
0.00 -0.02 -0.02
-0.01 -0.02 -0.03
0.14 0.14 -0.21
-0.02 0.03 0.01
-0.10 -0.03 0.19
0.45 -0.04 0.59
0.01 0.01 0.00
-0.01 0.01 0.00
0.01 -0.01 0.00
0.00 -0.01 -0.02
0.01 0.00 0.00
-0.01 0.01 -0.01
0.01 0.01 -0.01
0.02 -0.02 0.01
0.00 0.01 -0.05

## Properties
- largest force on an atom (eV Å⁻¹) = 0.92
- HOMO level (eV) = -4.608
- total charge = -1
- HOMO-LUMO gap (eV) = 6.726
- LUMO level (eV) = 2.1
- relative energy (zero: lowest compared OMol25 entry of this formula, charge and spin) (kcal per mole) = 13.1

***

A 2-piece molecular cluster, C4H13N2S2 overall at a distorted geometry. Source: OMol25; level of theory: ωB97M-V with the def2-TZVPD basis set.

Last column: natural (NBO) charge in e.
Geometry (Å):
C 0.13418 -1.64052 -0.24346  -0.671
C -1.02328 2.04432 -0.65456  -0.641
C 0.02846 -0.16050 -0.21032  0.387
C -1.17970 0.52533 -0.52131  -0.307
N 1.08865 0.60233 0.04456  -0.710
N 3.57216 -0.71121 0.30794  -1.082
S -4.20746 -0.57769 1.03327  -0.075
S -2.47254 -0.49281 -0.92974  0.280
H 1.13722 -1.88451 0.07513  0.226
H -0.50020 -2.13967 0.61087  0.272
H -0.05017 -1.94793 -1.20630  0.256
H -0.51481 2.37859 0.15026  0.195
H -0.54517 2.38660 -1.50337  0.243
H -2.03659 2.52930 -0.71203  0.246
H 2.07914 0.38299 0.33250  0.465
H 1.03305 1.58627 0.31115  0.409
H 4.56195 -0.66520 0.50550  0.391
H 3.36472 -1.66411 0.59315  0.373
H 3.52843 -0.71532 -0.70432  0.370
H -4.63519 0.68431 0.68445  0.203
H -3.36284 -0.52055 2.03663  0.170

Forces on the atoms, in the same order (eV/Å):
0.47 0.16 4.21
-4.86 -1.72 -0.68
1.01 1.14 0.86
-1.04 -0.60 -1.35
0.89 0.34 1.11
0.28 -0.36 -0.01
-1.24 -0.58 -1.53
1.20 1.93 0.33
0.41 -0.24 -0.30
0.70 1.02 -2.08
-0.69 -1.28 -1.92
1.21 1.53 2.76
1.28 0.16 -2.03
0.94 -0.46 0.36
-0.82 -1.61 -0.51
-0.93 -0.33 -0.78
0.30 0.49 0.18
-0.31 -0.04 0.00
0.02 -0.12 -0.25
0.80 -0.47 1.00
0.39 1.04 0.64

## Properties
- largest force on an atom (eV Å⁻¹) = 5.20
- HOMO level (eV) = -12.511
- total charge = +1
- HOMO-LUMO gap (eV) = 7.276
- LUMO level (eV) = -5.2
- relative energy (zero: lowest compared OMol25 entry of this formula, charge and spin) (kcal per mole) = 58.2

***

One molecule with the formula C18H20N4OS. Source: OMol25; level of theory: ωB97M-V with the def2-TZVPD basis set.

Last column: natural (NBO) charge in e.
Geometry (Å):
C -3.28896 -0.17680 -2.24137  -0.616
H -3.96106 -0.90724 -1.79953  0.197
H -2.26428 -0.49443 -2.06755  0.226
H -3.46589 -0.14206 -3.31303  0.213
C -3.50244 1.20912 -1.63972  -0.212
N -3.20109 1.25297 -0.21702  -0.442
C -1.89882 1.32214 0.12459  0.694
O -1.01290 1.43483 -0.70177  -0.651
C -1.57057 1.28482 1.61569  -0.634
H -2.17569 0.57673 2.17356  0.251
H -1.64025 2.28213 2.05136  0.251
S 0.16527 0.78610 1.77576  0.272
C 0.06041 -0.75461 0.92121  0.115
N -1.14233 -1.30070 0.88652  -0.488
C -1.29070 -2.49102 0.33057  0.057
C -0.23310 -3.22027 -0.18521  -0.273
C 1.02328 -2.63916 -0.17317  -0.108
C 1.19373 -1.36261 0.35888  -0.148
C 2.49814 -0.73442 0.26909  0.368
N 3.62190 -1.40524 0.23437  -0.456
C 4.60833 -0.47048 0.09293  0.069
C 5.98945 -0.62054 0.00696  -0.199
C 6.74745 0.51961 -0.14758  -0.230
C 6.16428 1.78821 -0.21673  -0.213
C 4.79825 1.96255 -0.13229  -0.261
C 4.02782 0.82150 0.02541  0.168
N 2.68280 0.61667 0.14567  -0.546
H 1.95081 1.30709 0.09448  0.443
H 4.34702 2.94195 -0.18515  0.215
H 6.80181 2.65150 -0.33896  0.212
H 7.82227 0.43790 -0.21859  0.211
H 6.43769 -1.59974 0.05906  0.221
H 1.88612 -3.13878 -0.58525  0.243
H -0.39121 -4.20240 -0.60086  0.224
H -2.30455 -2.87013 0.31532  0.193
C -4.28718 1.10981 0.72837  -0.203
C -4.59492 -0.34833 1.07302  -0.628
H -5.28605 -0.39179 1.91095  0.213
H -3.68162 -0.87521 1.33670  0.226
H -5.05100 -0.85464 0.22688  0.206
H -4.04329 1.66528 1.63676  0.201
H -5.17385 1.57702 0.28967  0.203
H -4.53378 1.53739 -1.78331  0.191
H -2.83134 1.91531 -2.13669  0.226

Forces on the atoms, in the same order (eV/Å):
-0.01 0.20 0.08
-0.08 -0.10 0.01
0.10 -0.04 -0.01
-0.02 -0.06 -0.14
0.17 -0.05 -0.30
-0.13 0.17 -0.27
-0.22 0.20 0.30
0.13 0.05 -0.38
0.65 -0.31 -0.03
-0.11 0.15 -0.05
-0.02 0.00 0.03
-0.14 0.32 0.46
0.19 -0.03 0.00
-0.14 0.02 0.07
0.04 -0.26 -0.10
0.04 0.06 0.02
-0.09 0.19 0.10
-0.73 -0.27 0.03
0.62 0.16 -0.04
-0.45 -0.49 0.13
-0.12 0.84 -0.11
-0.09 0.04 0.00
0.18 -0.10 0.00
-0.04 0.14 -0.01
-0.05 0.15 0.00
0.64 -0.46 -0.02
-0.11 -0.12 -0.06
-0.07 -0.03 0.02
0.00 0.12 -0.01
0.03 0.07 -0.01
0.08 -0.01 0.00
0.05 -0.12 0.00
0.08 -0.05 -0.05
-0.02 -0.08 -0.04
-0.05 -0.13 -0.06
-0.10 -0.23 0.29
-0.04 0.24 -0.01
-0.11 -0.06 0.09
0.09 -0.05 0.06
-0.05 -0.09 -0.08
-0.09 -0.01 -0.08
0.12 0.06 0.10
0.05 0.04 0.04
-0.19 -0.04 0.03

## Properties
- SMILES string = CCN(CC)C(=O)CSc1ncccc1-c1nc2ccccc2[nH]1
- largest force on an atom (eV Å⁻¹) = 0.85
- HOMO level (eV) = -7.961
- total charge = 0
- HOMO-LUMO gap (eV) = 8.400
- LUMO level (eV) = 0.4
- relative energy (zero: lowest compared OMol25 entry of this formula, charge and spin) (kcal per mole) = 0.0